{"formula": "C3H11N2S", "method": "ωB97M-V/def2-TZVPD", "charge": 1, "spin_multiplicity": 1, "relative_energy_kj_mol": 115.2, "e_homo_ha": -0.4942, "gap_ev": 10.60, "total_energy_ev": -17097.8196, "lumo_energy_ev": -2.8440, "symbols": ["C", "C", "C", "N", "N", "S", "H", "H", "H", "H", "H", "H", "H", "H", "H", "H", "H"], "xyz": [[0.1442, -1.7564, 0.2915], [0.7208, -0.7141, -0.6220], [1.0201, 0.6462, -0.1422], [2.0406, 1.3976, -0.5895], [-0.2227, 0.3132, -1.1129], [-2.5162, 0.7622, 1.5668], [-0.4085, -2.4977, -0.2795], [0.9471, -2.2660, 0.8174], [-0.5176, -1.3047, 1.0250], [1.3686, -1.1123, -1.3981], [0.5997, 0.9396, 0.8135], [2.0720, 2.3827, -0.3836], [2.5956, 1.0966, -1.3735], [-1.1523, 0.3055, -0.6983], [-3.7758, 0.4517, 1.3072], [-0.2139, 0.5715, -2.0945], [-2.7017, 0.7842, 2.8727]], "atomic_forces_ev_per_a": [[0.0591, 0.0503, -0.0057], [0.3560, -0.1273, 0.3400], [-0.0868, -0.2828, 0.2649], [0.5052, 0.2707, -0.3084], [-0.9135, 0.0522, -0.3873], [0.3555, 0.2001, -0.4434], [-0.0625, -0.0499, -0.0550], [0.0880, -0.0221, 0.0241], [-0.0813, -0.0089, 0.0763], [-0.0526, 0.2054, -0.0832], [-0.0422, -0.0797, -0.0723], [-0.0461, -0.0577, 0.0328], [0.0317, -0.0237, 0.0611], [0.1173, -0.0370, -0.0134], [-0.4095, -0.1131, -0.0928], [0.1907, 0.0439, 0.1296], [-0.0090, -0.0206, 0.5328]]}